Entry 1:
A single C5H10O molecule at a distorted geometry, computed with the ωB97M-V functional and the def2-TZVPD basis.

Summary:
ΔE to the lowest compared entry with this formula, charge and spin (eV): 1.9119
E_HOMO (eV): -8.721
E (eV): -7392.85346
LUMO (eV): 1.0
Strongest force on any atom (eV/Å): 1.2
SMILES string: C=CCCCO

Each line ends with the Mulliken charge.
Geometry (Å):
O -0.9322 -0.5153 1.3037  -0.613
C -0.5612 -0.8487 -1.4739  -0.657
C -0.9949 0.2420 -0.8392  -0.245
C 0.5167 -0.5955 1.2351  -0.297
C 1.1183 0.5796 0.4111  -0.727
C -0.0314 1.2876 -0.3216  -0.489
H -1.2051 -1.6897 -1.7087  0.309
H 1.8585 0.2224 -0.3189  0.284
H 0.4581 -0.8857 -1.8383  0.241
H 1.6577 1.2753 1.0674  0.336
H -0.5194 1.9785 0.3742  0.319
H 0.7790 -0.5298 2.2844  0.402
H 0.9011 -1.5520 0.8455  0.206
H -2.0520 0.4190 -0.6716  0.251
H 0.3249 1.8717 -1.1741  0.320
H -1.3181 -1.2593 0.8251  0.361

---

Entry 2:
2 unconnected molecules or ions with the total composition C5H10O at a distorted geometry, computed with the ωB97M-V functional and the def2-TZVPD basis.

Summary:
ΔE to the lowest compared entry with this formula, charge and spin (eV): 2.5692
E_HOMO (eV): -9.531
E (eV): -7392.19611
LUMO (eV): 0.8
Strongest force on any atom (eV/Å): 1.5
SMILES string: C=CC.C=CO

Each line ends with the Mulliken charge.
Geometry (Å):
O -2.6347 -0.1928 1.3048  -0.486
C 1.0128 -0.7986 -1.5339  -0.927
C -1.6792 -0.5644 2.2425  -0.123
C 0.6696 0.6269 -1.8491  0.059
C 1.3267 1.6910 -1.3603  -0.745
C -0.4374 -0.0970 2.3414  -0.566
H -2.5145 -0.8370 0.6012  0.318
H -2.1157 -1.4148 2.7938  0.354
H 1.9871 -1.0244 -1.9766  0.313
H 1.0488 2.6916 -1.6794  0.249
H -0.0538 0.6309 1.6375  0.244
H 0.3686 -0.6105 2.8902  0.257
H 2.0152 1.6196 -0.5304  0.261
H 0.3529 -1.4810 -2.0885  0.295
H -0.3215 0.8059 -2.3262  0.281
H 0.9751 -1.0453 -0.4669  0.216

---

Entry 3:
A single C5H10O molecule at a distorted geometry, computed with the ωB97M-V functional and the def2-TZVPD basis.

Summary:
ΔE to the lowest compared entry with this formula, charge and spin (eV): 2.0785
E_HOMO (eV): -9.763
E (eV): -7392.68686
LUMO (eV): 1.1
Strongest force on any atom (eV/Å): 3.6
SMILES string: C[C@H]1CCOC1

Each line ends with the Mulliken charge.
Geometry (Å):
O -1.2534 -1.0128 0.6036  -0.391
C 1.8399 -0.2281 -0.0422  -1.491
C -0.5136 0.5363 -0.9693  -0.570
C -1.6944 -0.3726 -0.5841  -0.403
C 0.4214 0.6337 0.2578  0.229
C -0.4113 -0.1066 1.3025  -0.677
H 0.7336 1.6465 0.5076  0.403
H 0.2331 -0.6981 1.9509  0.376
H -2.6672 0.1336 -0.4170  0.272
H -1.8790 -1.1563 -1.3308  0.257
H 2.3777 -0.0595 -1.0085  0.396
H 1.7259 -1.3332 0.0111  0.348
H 2.5431 0.0628 0.7385  0.396
H -0.7255 1.3994 -1.6162  0.397
H -1.0140 0.5904 1.9058  0.281
H 0.3662 -0.0491 -1.2597  0.178

---

- Which formula does entry 3 have?
  C5H10O

---

Copy entry 1 word for word.
A single C5H10O molecule at a distorted geometry, computed with the ωB97M-V functional and the def2-TZVPD basis.

Summary:
ΔE to the lowest compared entry with this formula, charge and spin (eV): 1.9119
E_HOMO (eV): -8.721
E (eV): -7392.85346
LUMO (eV): 1.0
Strongest force on any atom (eV/Å): 1.2
SMILES string: C=CCCCO

Each line ends with the Mulliken charge.
Geometry (Å):
O -0.9322 -0.5153 1.3037  -0.613
C -0.5612 -0.8487 -1.4739  -0.657
C -0.9949 0.2420 -0.8392  -0.245
C 0.5167 -0.5955 1.2351  -0.297
C 1.1183 0.5796 0.4111  -0.727
C -0.0314 1.2876 -0.3216  -0.489
H -1.2051 -1.6897 -1.7087  0.309
H 1.8585 0.2224 -0.3189  0.284
H 0.4581 -0.8857 -1.8383  0.241
H 1.6577 1.2753 1.0674  0.336
H -0.5194 1.9785 0.3742  0.319
H 0.7790 -0.5298 2.2844  0.402
H 0.9011 -1.5520 0.8455  0.206
H -2.0520 0.4190 -0.6716  0.251
H 0.3249 1.8717 -1.1741  0.320
H -1.3181 -1.2593 0.8251  0.361

---

- Among the records above, which one has the highest LUMO?
  number 3